This record from the OMol25 dataset describes a cluster of 5 separate species, C14H30N2O11S2 in total. The level of theory is ωB97M-V with the def2-TZVPD basis set.

Results
* molecular weight: 466.53 u
* maximum force: 2.6 eV/Å
* lowest unoccupied orbital energy: 0.29 eV
* structure (SMILES): O=S1(=O)OCCO1.O=S1(=O)OCCO1.CNC(C)=O.CNC(C)=O.C1CCOC1

XYZ file:
```
59
C14H30N2O11S2 ωB97M-V with the def2-TZVPD basis set
O -0.00734 -2.43148 2.51560
S 1.08969 -2.62109 1.62631
O 0.92922 -2.35922 0.24300
O 2.39757 -1.81634 2.12584
C 3.07337 -2.59070 3.12191
C 2.94967 -4.03057 2.56071
O 1.74564 -4.06413 1.83861
H 4.13102 -2.39402 3.27762
H 2.56171 -2.37677 4.06362
H 3.12305 -4.79642 3.30861
H 3.76750 -4.01520 1.83239
O 0.13489 -3.27737 8.01294
S 0.26343 -3.65075 6.64382
O 1.24636 -4.63930 6.33450
O -1.18079 -4.01660 6.03681
C -1.78113 -2.91569 5.34916
C -0.79482 -1.74304 5.50383
O 0.47114 -2.34485 5.72327
H -2.06091 -3.15775 4.32845
H -2.68243 -2.68631 5.92118
H -1.03554 -1.08154 6.33577
H -0.80923 -1.16659 4.58194
C -3.24030 2.32445 -2.73924
N -3.28859 1.71957 -4.05350
C -2.31152 1.88144 -4.97566
C -2.49465 1.21154 -6.30148
O -1.35446 2.61884 -4.73942
H -4.22213 2.19648 -2.28009
H -3.06588 3.39531 -2.75150
H -2.52522 1.81003 -2.09426
H -3.80515 0.85750 -4.12513
H -3.34597 0.52866 -6.20835
H -1.67408 0.52413 -6.49644
H -2.67952 1.96788 -7.05589
C 1.87124 2.08574 -2.81806
N 1.28346 1.80786 -4.12403
C 2.04017 1.27991 -5.11246
C 1.34467 0.98803 -6.43574
O 3.21103 0.97855 -4.92822
H 2.65416 2.83075 -2.91641
H 2.17615 1.14316 -2.36302
H 1.03966 2.44212 -2.21106
H 0.28591 1.96615 -4.24992
H 2.11236 1.21939 -7.17226
H 0.51744 1.68590 -6.57274
H 0.98588 -0.03407 -6.51253
C -0.35273 0.82906 1.49064
C 0.23013 1.77471 0.45315
C 0.30974 3.12484 1.17210
O -0.28995 2.91816 2.44645
C -1.12362 1.76850 2.40067
H 0.50478 0.44440 2.04776
H -0.90517 0.01881 1.01812
H -0.31476 1.77191 -0.49318
H 1.21932 1.41198 0.16017
H -0.23307 3.86076 0.56730
H 1.32487 3.48832 1.31709
H -2.11530 1.99138 1.98354
H -1.30093 1.34361 3.38766
```

This record from the OMol25 dataset describes a structure of composition C3H3I. The level of theory is ωB97M-V with the def2-TZVPD basis set.

Results
* molecular weight: 165.96 u
* maximum force: 3.4 eV/Å
* energy above the lowest of the compared OMol25 structures with the same formula, charge and spin: 37.9 kcal/mol
* lowest unoccupied orbital energy: 0.29 eV

XYZ file:
```
7
C3H3I ωB97M-V with the def2-TZVPD basis set
C -0.30040 -0.81919 0.00132
C 0.90277 -0.33162 -0.00632
C -0.78626 0.59056 -0.00326
I 2.86867 0.14561 0.00207
H -0.77151 -1.78545 0.00445
H -0.95474 1.10714 -0.92506
H -0.95853 1.09295 0.92681
```

Question: Which value of molecular weight does entry 1 give?
Answer: 466.53 u

Question: Which of these has the lowest molecular weight?
Answer: C3H3I